Record 1
{
  "formula": "C3H5GaLiO4",
  "method": "wB97M-V/def2-TZVPD",
  "symbols": ["O", "C", "C", "O", "O", "C", "Ga", "H", "H", "H", "H", "Li", "O", "H"],
  "positions_angstrom": [[0.480, -0.468, -0.151], [1.796, -0.157, -0.117], [-0.387, 0.433, -0.662], [2.566, -1.078, 0.283], [2.238, 0.928, -0.518], [-1.767, 0.283, -0.198], [3.821, 0.242, -0.083], [-0.183, 0.746, -1.691], [-0.889, 1.383, 0.211], [-2.202, -0.714, -0.465], [-2.462, 0.940, -0.774], [2.185, -2.814, 0.945], [-2.206, 0.413, 1.508], [-2.989, -0.138, 1.712]],
  "forces_ev_per_angstrom": [[3.930, -0.911, 0.994], [-8.134, -1.762, -0.599], [-3.346, 3.993, 2.140], [1.882, -0.630, 0.792], [0.414, 2.380, -0.608], [-2.972, -3.008, -2.372], [4.810, 0.807, -0.102], [-0.402, 0.732, 0.354], [3.187, -0.156, -1.359], [-0.170, -0.021, 1.465], [0.279, 0.230, 0.633], [-0.189, -1.782, 0.610], [1.785, 0.529, -2.034], [-1.074, -0.401, 0.086]],
  "mulliken_spin": [-0.005, 0.002, 0.001, 0.002, 0.000, -0.033, 0.014, -0.002, 0.007, 0.018, 0.027, 0.000, 0.986, -0.017],
  "e_tot_ha": -2348.31761,
  "spin_multiplicity": 2,
  "homo_energy_ha": [-0.973, -0.971],
  "gap_ev": [3.2, 3.2],
  "s_squared": 0.757,
  "total_charge": 4
}

***

Record 2
{
  "formula": "C3H5HgO4",
  "method": "wB97M-V/def2-TZVPD",
  "symbols": ["O", "C", "C", "O", "O", "C", "H", "H", "H", "H", "O", "H", "Hg"],
  "positions_angstrom": [[-1.228, 0.632, -0.321], [-0.645, 0.570, -1.577], [-1.895, -0.465, 0.209], [0.455, 1.143, -1.611], [-0.961, -0.478, -2.190], [-1.787, -1.693, -0.448], [-2.895, -0.131, 0.497], [-0.434, -0.507, 1.635], [-2.373, -2.068, -1.289], [-1.760, -2.562, 0.213], [0.748, -0.076, 1.938], [0.728, 0.179, 2.862], [1.691, 1.055, 0.278]],
  "forces_ev_per_angstrom": [[-1.970, 1.455, 0.903], [1.074, -6.092, 1.031], [0.894, 1.800, -1.358], [1.021, 2.297, -0.878], [-0.390, 2.436, -1.111], [-1.353, -2.737, 0.532], [0.343, -0.317, 1.475], [3.690, 1.687, 0.746], [0.920, 0.903, -0.704], [-0.043, 0.105, 0.576], [-4.521, -2.355, -0.760], [-0.122, 0.124, 0.294], [0.456, 0.695, -0.745]],
  "mulliken_spin": [-0.057, 0.045, -0.556, 0.031, 0.007, 0.723, 0.004, -0.034, -0.035, -0.003, -0.028, 0.002, 0.900],
  "e_tot_ha": -571.44232,
  "spin_multiplicity": 2,
  "homo_energy_ha": [-0.299, -0.316],
  "gap_ev": [6.9, 6.4],
  "s_squared": 1.420,
  "total_charge": 0
}

***

Record 3
{
  "formula": "C3H5I",
  "method": "wB97M-V/def2-TZVPD",
  "symbols": ["C", "C", "C", "I", "H", "H", "H", "H", "H"],
  "positions_angstrom": [[-0.079, 0.390, 0.221], [0.899, -1.687, 0.387], [-0.789, 0.973, -0.813], [1.278, -2.138, 2.387], [-0.336, 0.646, 1.238], [1.825, -1.512, -0.156], [-0.250, 1.416, -1.594], [-1.211, 0.209, -1.397], [-1.338, 1.703, -0.272]],
  "forces_ev_per_angstrom": [[3.831, -4.348, 3.035], [-1.341, 3.841, 0.257], [-0.283, 0.320, -0.811], [-0.224, 0.077, -0.540], [0.142, -0.430, 0.303], [-0.034, -0.364, -0.232], [1.536, 1.207, -0.956], [-2.007, -1.022, -0.516], [-1.620, 0.718, -0.540]],
  "mulliken_charge": [-0.286, -0.464, -0.777, 0.074, 0.265, 0.300, 0.311, 0.279, 0.298],
  "e_tot_ha": -414.72366,
  "homo_energy_ha": [-0.306, -0.296],
  "gap_ev": [8.5, 7.0],
  "total_charge": 0
}

***

Record 4
{
  "formula": "C3H5I",
  "method": "wB97M-V/def2-TZVPD",
  "symbols": ["C", "C", "C", "I", "H", "H", "H", "H", "H"],
  "positions_angstrom": [[-1.032, 1.008, -0.028], [-0.457, -0.084, -0.442], [0.770, -0.779, 0.374], [2.545, 0.029, -0.333], [-1.763, 1.482, -0.607], [-0.865, 1.211, 0.987], [-0.493, -0.602, -1.415], [0.600, -0.464, 1.464], [0.695, -1.800, 0.000]],
  "forces_ev_per_angstrom": [[-0.331, -1.091, -0.127], [3.568, -2.251, -0.176], [-3.741, 1.781, -0.130], [0.851, 0.258, -0.207], [-0.960, 0.877, -0.508], [0.154, 1.114, 1.217], [-0.599, 0.813, 0.234], [0.625, -1.310, -1.496], [0.434, -0.191, 1.194]],
  "mulliken_charge": [-0.628, -0.106, -0.867, 0.063, 0.289, 0.230, 0.289, 0.390, 0.341],
  "e_tot_ha": -414.94293,
  "homo_energy_ha": -0.340,
  "gap_ev": 9.8,
  "total_charge": 0,
  "smiles": "C=CCI"
}

***

Record 5
{
  "formula": "C3H5I3Si",
  "method": "wB97M-V/def2-TZVPD",
  "symbols": ["C", "C", "C", "Si", "I", "I", "I", "H", "H", "H", "H", "H"],
  "positions_angstrom": [[1.256, 0.593, 0.413], [0.046, 1.396, 0.194], [-0.040, 0.014, 0.618], [-0.705, -1.317, -0.588], [-3.420, -0.892, 0.326], [-0.205, -0.987, -3.043], [-0.225, -3.662, -0.145], [1.771, 0.277, -0.509], [1.861, 1.059, 1.149], [-0.181, 2.172, 0.847], [0.024, 1.711, -0.839], [-0.182, -0.365, 1.577]],
  "forces_ev_per_angstrom": [[2.744, 0.649, -1.781], [-0.062, 0.919, -1.918], [-0.878, -3.052, -1.597], [-1.616, 0.858, 0.518], [1.947, -0.426, -0.966], [-0.342, 0.078, 1.272], [-0.025, 0.427, 0.072], [0.075, 0.448, 0.566], [0.675, -0.728, 1.056], [-0.326, 1.078, 1.252], [-1.076, -0.324, -0.237], [-1.115, 0.071, 1.763]],
  "mulliken_charge": [-0.538, -0.474, -0.362, 0.280, -0.223, -0.069, -0.024, 0.164, 0.311, 0.282, 0.199, 0.454],
  "e_tot_ha": -1299.92442,
  "homo_energy_ha": -0.339,
  "gap_ev": 7.9,
  "total_charge": 0,
  "smiles": "I[Si](I)(I)C1CC1"
}

***

Record 6
{
  "formula": "C3H5IN3P",
  "method": "wB97M-V/def2-TZVPD",
  "symbols": ["C", "C", "C", "N", "N", "N", "P", "I", "H", "H", "H", "H", "H"],
  "positions_angstrom": [[-1.694, 0.437, -0.190], [-0.371, 0.137, -0.640], [-1.466, 0.737, 1.102], [0.574, 0.171, 0.308], [-0.171, 0.512, 1.435], [-0.050, 0.073, -2.011], [0.620, 0.574, 2.963], [-2.727, 1.524, 2.530], [-2.699, 0.673, -0.650], [-0.802, 0.206, -2.763], [0.710, -0.405, -2.224], [1.763, 0.790, 2.190], [0.576, -0.871, 2.990]],
  "forces_ev_per_angstrom": [[-0.946, 0.783, -0.516], [0.077, 0.614, -2.069], [0.501, -0.056, 1.762], [-2.150, -0.150, -0.545], [-0.520, 0.636, -0.973], [-5.306, 2.519, 0.764], [-0.480, -0.678, -0.134], [-0.290, -0.057, -0.001], [1.733, -0.682, 0.071], [1.758, -0.552, 2.096], [3.998, -2.508, -1.472], [0.816, -0.370, 0.549], [0.807, 0.501, 0.468]],
  "mulliken_charge": [-0.293, 0.414, -0.202, -0.776, 0.495, -0.451, -0.193, 0.112, 0.277, 0.205, 0.219, 0.113, 0.080],
  "e_tot_ha": -920.56911,
  "homo_energy_ha": -0.305,
  "gap_ev": 8.8,
  "total_charge": 0,
  "smiles": "Nc1cc(I)n(P)n1"
}

***

Record 7
{
  "formula": "C3H5IO2",
  "method": "wB97M-V/def2-TZVPD",
  "symbols": ["C", "C", "C", "O", "O", "I", "H", "H", "H", "H", "H"],
  "positions_angstrom": [[1.569, 1.268, -1.041], [-0.688, -0.063, -0.118], [0.820, -0.138, 0.016], [1.708, 1.074, -2.162], [1.310, -1.391, -0.233], [2.100, 3.271, -0.098], [-1.173, -0.150, -1.074], [-0.968, 0.848, 0.369], [-1.038, -0.868, 0.504], [1.115, 0.046, 0.990], [0.843, -1.783, -1.062]],
  "forces_ev_per_angstrom": [[-1.226, -2.079, 3.138], [0.723, 0.302, 0.771], [-0.393, 0.904, -2.419], [0.404, 0.043, -2.004], [-0.591, -0.924, -2.976], [-0.250, -0.681, -0.106], [0.337, 0.068, -0.666], [-0.572, 0.676, 0.075], [-0.375, -0.409, 0.303], [0.681, 1.086, 1.871], [1.263, 1.013, 2.015]],
  "mulliken_charge": [0.150, -1.284, 0.201, -0.347, -0.528, -0.103, 0.375, 0.374, 0.391, 0.402, 0.370],
  "e_tot_ha": -565.42987,
  "homo_energy_ha": -0.331,
  "gap_ev": 9.0,
  "total_charge": 0
}

***

Record 8
{
  "formula": "C3H5IS",
  "method": "wB97M-V/def2-TZVPD",
  "symbols": ["C", "C", "C", "S", "I", "H", "H", "H", "H", "H"],
  "positions_angstrom": [[-1.162, 1.852, 1.066], [-1.912, 1.668, 0.111], [0.744, -0.739, -0.568], [0.759, -2.354, 0.418], [2.579, 0.220, -0.168], [-0.890, 2.588, 1.775], [-2.343, 0.950, -0.541], [-0.121, -0.257, -0.085], [0.612, -0.960, -1.659], [1.734, -2.968, -0.348]],
  "forces_ev_per_angstrom": [[-1.917, 1.394, -1.600], [1.591, -1.519, 1.503], [-0.516, -2.017, 0.554], [0.501, 0.230, -1.499], [-0.010, 0.539, -0.249], [0.801, -0.153, 0.751], [-0.539, 0.333, -0.635], [0.675, 0.320, -0.640], [0.121, 0.453, 1.179], [-0.706, 0.421, 0.636]],
  "mulliken_charge": [-0.376, -0.202, -0.277, -0.181, 0.117, 0.301, 0.316, -0.211, 0.369, 0.144],
  "e_tot_ha": -813.06403,
  "homo_energy_ha": -0.326,
  "gap_ev": 9.2,
  "total_charge": 0
}